Molecular formula: C19H43OP3PdS2
Method: DFT, the ωB97M-V functional and the def2-TZVPD basis

XYZ file:
```
69
Properties=species:S:1:pos:R:3:mulliken_charge:R:1
Pd 0.18 0.87 -0.91 -1.089
P 1.84 1.14 0.99 0.920
P -1.65 1.60 0.43 1.410
P 1.04 1.94 -2.69 1.285
H -1.01 -2.81 2.10 -0.169
C -0.66 -3.51 1.34 -0.118
C 0.64 -3.52 0.97 -0.571
H 1.43 -2.98 1.50 0.294
C 1.75 0.17 2.57 -0.891
C 1.99 2.87 1.62 -1.279
C 3.54 0.74 0.46 -1.237
C -3.24 0.80 0.05 -1.378
C -1.58 1.44 2.23 -1.024
C -1.89 3.38 0.05 -1.282
C 2.22 1.03 -3.75 -1.282
C 1.90 3.52 -2.39 -1.231
C -0.24 2.28 -3.94 -1.186
H -1.40 -4.21 0.90 0.315
H 1.04 -4.11 0.14 0.303
H 1.20 -0.79 2.49 -0.112
H 1.31 0.75 3.38 0.465
H 2.79 -0.06 2.85 0.555
H 1.15 3.09 2.30 0.343
H 2.03 3.59 0.79 0.326
H 2.93 2.91 2.20 0.470
H 3.59 -0.33 0.20 0.430
H 4.20 0.93 1.32 0.528
H 3.89 1.34 -0.39 0.362
H -3.98 1.46 0.52 0.509
H -3.27 -0.21 0.49 0.442
H -3.43 0.72 -1.04 0.457
H -2.29 2.16 2.67 0.512
H -0.57 1.64 2.62 0.244
H -1.87 0.42 2.52 0.147
H -2.82 3.69 0.55 0.506
H -1.97 3.45 -1.04 0.371
H -1.02 3.97 0.41 0.325
H 2.18 1.52 -4.74 0.545
H 1.96 -0.05 -3.80 0.299
H 3.19 1.17 -3.25 0.375
H 2.05 3.92 -3.40 0.459
H 2.86 3.36 -1.86 0.376
H 1.26 4.16 -1.75 0.369
H 0.25 2.19 -4.93 0.438
H -0.54 3.31 -3.73 0.451
H -1.12 1.61 -3.82 0.315
C -0.76 -1.74 -3.10 1.151
C -1.65 -1.86 -4.21 -0.589
C -1.37 -2.73 -5.23 -0.685
C -0.23 -3.56 -5.18 -0.439
C 0.60 -3.50 -4.05 -0.584
C 0.36 -2.60 -3.01 -0.364
S -1.26 -0.54 -2.00 -0.206
H 1.08 -0.50 -0.71 0.255
H -2.49 -1.17 -4.24 0.457
H -2.01 -2.76 -6.11 0.442
H -0.03 -4.24 -6.00 0.460
H 1.48 -4.14 -4.04 0.445
H 1.03 -2.51 -2.16 0.359
C -2.18 -3.04 5.32 -1.021
S -1.29 -1.58 4.74 0.865
C -1.10 -0.63 6.31 -0.959
O 0.11 -2.07 4.46 -0.279
H -3.11 -2.85 5.89 0.452
H -1.42 -3.55 5.92 0.411
H -2.42 -3.63 4.43 0.340
H -0.21 -1.04 6.83 0.382
H -0.94 0.44 6.05 0.349
H -2.04 -0.77 6.87 0.459
```

Computed properties:
**Calculated total energy**: -75419.428 eV
**Charge**: +4
**<S²>**: 6.039
**HOMO (spin up / spin down)**: -19.34 / -19.74 eV
**Maximum force**: 0.07602 hartree/bohr
**Frontier orbital gap (spin up / spin down)**: 7.0 / 4.8 eV
**2S+1**: 5



Molecular formula: C19H44ClF3HfP2
Method: DFT, the ωB97M-V functional and the def2-TZVPD basis

XYZ file:
```
70
Properties=species:S:1:pos:R:3:mulliken_charge:R:1
Hf 0.18 0.04 0.01 1.330
Cl -0.51 -0.76 -2.15 -0.504
P 2.35 0.90 -1.05 -0.232
C 2.08 1.68 -2.71 0.760
C 3.44 2.09 -0.15 0.724
C 3.28 -0.67 -1.38 0.570
C 0.76 2.47 -2.75 -1.251
H 1.99 0.81 -3.39 0.500
C 3.26 2.55 -3.18 -1.739
H 3.29 3.50 -2.64 0.301
H 3.12 2.77 -4.25 0.482
H 4.23 2.05 -3.08 0.337
H -0.10 1.81 -2.87 0.306
H 0.78 3.17 -3.60 0.446
H 0.61 3.06 -1.83 0.238
H 2.61 -1.19 -2.09 0.583
C 3.44 -1.56 -0.13 -1.258
C 4.61 -0.39 -2.09 -1.651
H 4.46 -0.01 -3.10 0.321
H 5.18 -1.32 -2.16 0.478
H 5.23 0.33 -1.52 0.314
H 2.81 -1.27 0.72 0.245
H 4.48 -1.56 0.21 0.364
H 3.16 -2.59 -0.39 0.342
C 2.61 3.33 0.21 -1.508
H 4.25 2.38 -0.85 0.784
C 4.06 1.43 1.08 -1.544
H 2.44 3.98 -0.66 0.281
H 3.13 3.91 0.98 0.476
H 1.62 3.05 0.62 0.182
H 3.32 0.86 1.65 0.190
H 4.45 2.21 1.75 0.499
H 4.90 0.76 0.82 0.229
H -0.46 1.62 0.42 -0.428
H 0.43 -1.46 0.81 -0.231
P -2.53 -1.04 0.56 -0.740
C -2.70 -2.74 -0.18 0.717
C -3.11 -1.18 2.30 0.712
C -3.66 0.07 -0.39 0.731
C -1.38 -3.51 -0.11 -1.242
H -2.93 -2.53 -1.23 0.473
C -3.85 -3.55 0.43 -1.702
H -3.59 -3.92 1.43 0.275
H -4.04 -4.42 -0.21 0.480
H -4.79 -2.99 0.50 0.327
H -0.65 -3.11 -0.82 0.212
H -1.56 -4.57 -0.36 0.472
H -0.93 -3.47 0.89 0.188
H -3.32 -0.10 -1.43 0.538
C -3.46 1.56 -0.07 -1.344
C -5.11 -0.39 -0.26 -1.637
H -5.29 -1.35 -0.76 0.304
H -5.77 0.35 -0.74 0.479
H -5.42 -0.48 0.79 0.301
H -2.55 1.76 0.50 0.244
H -4.32 1.97 0.47 0.396
H -3.36 2.12 -1.01 0.313
C -2.10 -2.04 3.07 -1.556
H -4.08 -1.70 2.28 0.718
C -3.30 0.19 2.93 -1.692
H -2.21 -3.11 2.88 0.289
H -2.22 -1.88 4.15 0.468
H -1.07 -1.75 2.81 0.157
H -2.42 0.82 2.77 0.238
H -3.42 0.08 4.02 0.537
H -4.18 0.72 2.55 0.267
F -0.20 0.38 3.24 -0.235
C 0.85 0.48 2.34 -0.076
F 1.37 1.74 2.59 -0.274
F 1.81 -0.40 2.83 -0.276
```

Computed properties:
**Calculated total energy**: -60976.436 eV
**Charge**: 0
**HOMO**: -8.46 eV
**Maximum force**: 0.03702 hartree/bohr
**Frontier orbital gap**: 8.7 eV



Molecular formula: C19H44EuNOP2S
Method: DFT, the ωB97M-V functional and the def2-TZVPD basis

XYZ file:
```
69
Properties=species:S:1:pos:R:3:mulliken_charge:R:1
Eu 0.70 0.21 -0.39 0.460
P -1.00 2.16 0.92 0.537
P -0.23 -2.36 -1.24 -0.062
N -1.74 0.30 -1.39 0.387
C -2.58 2.26 -0.04 -0.690
H -3.39 2.43 0.68 0.448
H -2.53 3.15 -0.68 0.298
C -2.91 1.03 -0.89 -1.188
H -3.57 0.33 -0.29 0.312
H -3.58 1.37 -1.73 0.580
C -2.20 -0.71 -2.42 -1.535
H -1.62 -0.52 -3.33 0.182
H -3.29 -0.59 -2.69 0.435
C -1.95 -2.11 -1.91 -0.548
H -2.15 -2.88 -2.67 0.590
H -2.62 -2.28 -1.07 0.506
C -0.21 -4.10 -0.75 0.752
C -0.64 -4.22 0.73 -1.432
H -1.67 -3.89 0.88 0.368
H 0.02 -3.65 1.41 0.185
H -0.61 -5.28 1.03 0.477
C 0.77 -2.16 -2.79 0.435
C 2.28 -2.04 -2.49 -1.633
H 2.71 -1.32 -3.21 0.394
H 2.77 -3.01 -2.67 0.392
H 2.53 -1.70 -1.47 0.339
C 0.00 3.60 0.28 0.797
C 1.27 3.81 1.12 -1.645
H 1.90 4.54 0.60 0.542
H 1.87 2.89 1.25 0.230
H 1.03 4.23 2.10 0.257
C -1.45 2.43 2.67 0.480
C -0.32 1.98 3.61 -1.353
H -0.70 1.99 4.64 0.465
H 0.54 2.66 3.56 0.222
H 0.01 0.96 3.39 0.204
C -0.92 -0.65 1.24 0.345
O -1.76 -1.13 1.89 -0.352
C 0.41 -3.27 -3.80 -1.616
H -0.37 -3.97 -3.47 0.403
H 0.06 -2.80 -4.74 0.271
H 1.30 -3.85 -4.06 0.427
C -0.80 4.90 0.08 -1.483
H -0.12 5.76 0.20 0.395
H -1.22 4.95 -0.93 0.404
H -1.62 5.03 0.81 0.236
C -1.92 3.85 3.01 -1.662
H -2.21 3.89 4.06 0.478
H -1.13 4.60 2.88 0.300
H -2.80 4.16 2.42 0.326
C 1.17 -4.77 -0.94 -1.377
H 1.98 -4.18 -0.48 0.217
H 1.16 -5.75 -0.45 0.482
H 1.41 -4.93 -2.00 0.220
H -0.96 -4.60 -1.39 0.511
H -2.32 1.76 2.81 0.544
H 0.42 -1.21 -3.20 0.515
H 0.31 3.26 -0.73 0.039
H -0.84 1.62 -2.38 -0.121
H -0.47 2.17 -2.74 0.001
C 3.43 -1.42 2.90 -1.113
S 2.71 -0.62 1.46 0.425
C 4.05 0.45 0.91 -1.155
H 2.61 -1.93 3.44 0.333
H 3.89 -0.64 3.52 0.364
H 4.18 -2.15 2.53 0.349
H 4.39 1.04 1.77 0.396
H 4.85 -0.19 0.52 0.394
H 3.68 1.12 0.11 0.316
```

Computed properties:
**Calculated total energy**: -72688.668 eV
**Charge**: +1
**<S²>**: 15.762
**HOMO (spin up / spin down)**: -9.27 / -9.34 eV
**Maximum force**: 0.08511 hartree/bohr
**Frontier orbital gap (spin up / spin down)**: 6.6 / 6.7 eV
**2S+1**: 8